C5H6N as an isolated structure, computed with ωB97M-V/def2-TZVPD.

The geometry in ORCA input format:
```
! RIJCOSX wB97M-V def2-TZVPD def2/J DEFGRID3
* xyz 1 1
C -0.16 -2.15 0.24
C 0.68 1.84 -0.06
C -1.27 -0.22 -0.17
C 0.84 -1.19 0.18
C 0.12 0.00 -0.01
N -1.32 -1.71 -0.11
H 0.08 -3.21 0.44
H -0.23 2.37 -0.21
H 1.67 2.07 0.06
H -1.96 0.03 0.52
H -1.61 0.15 -1.15
H 1.92 -1.54 0.17
*
```

The gap between HOMO and LUMO (alpha / beta) is 6.36 / 9.27 eV. The calculation puts the HOMO energy (alpha / beta) at -14.68 / -15.78 eV. The energy above the lowest of the compared OMol25 structures with the same formula, charge and spin comes out at 6.745 eV. Its molar mass is 80.11 Da.

---

An isolated ion of composition C6H14NS and charge +1, computed with ωB97M-V/def2-TZVPD.

The geometry in ORCA input format:
```
! RIJCOSX wB97M-V def2-TZVPD def2/J DEFGRID3
* xyz 1 1
C 1.33 -1.00 1.16
C 1.53 -2.02 -1.02
C 0.64 -0.22 -0.02
C 1.39 0.97 -0.36
C -1.19 1.07 1.13
C -1.63 0.10 -1.05
N -0.82 -0.09 0.16
S 2.72 -1.91 0.35
H 1.81 -0.52 2.07
H 0.61 -1.61 1.57
H 0.84 -2.70 -0.94
H 1.86 -1.71 -1.99
H 0.67 1.71 -0.66
H 2.11 0.89 -1.28
H 1.97 1.37 0.41
H -1.82 0.82 1.97
H -0.33 1.39 1.62
H -1.61 1.87 0.66
H -1.34 0.91 -1.73
H -1.40 -0.63 -1.72
H -2.64 0.03 -0.95
H -0.99 -0.93 0.74
*
```

The gap between HOMO and LUMO (alpha / beta) is 8.55 / 8.56 eV. The calculation puts the HOMO energy (alpha / beta) at -12.45 / -12.45 eV. The energy above the lowest of the compared OMol25 structures with the same formula, charge and spin comes out at 4.970 eV. Its molar mass is 132.25 Da.